1.
DFT (ωB97M-V with the def2-TZVPD basis set) results for C18H23ClN3O6Ta as an isolated structure.

The geometry in ORCA input format:
```
! wB97M-V def2-TZVPD RIJCOSX def2/J DEFGRID3
* xyz 2 1
Ta -1.7550 -1.0301 0.3766
O -1.7150 -0.6835 2.4401
C -2.1125 -1.6808 3.5659
C -1.8929 -3.0112 3.1085
N -2.2535 -3.1357 1.7108
C -1.3761 -4.0070 0.9558
C -0.0223 -3.3435 0.8990
O 1.1264 -3.7467 1.1845
O -0.1965 -2.0750 0.4224
C -3.7130 -3.0677 1.3962
C -3.8578 -1.9242 0.4338
O -3.1709 -1.9976 -0.6831
O -4.0656 -0.6970 0.7995
H -1.0172 -0.0263 2.7490
H -3.1509 -1.3508 3.8418
H -1.4862 -1.4035 4.4097
H -2.4560 -3.8025 3.7067
H -0.8728 -3.3397 3.3389
H -1.7770 -4.1279 -0.0635
H -1.3111 -5.0898 1.2718
H -4.3315 -2.7473 2.2822
H -4.1699 -4.0391 1.0805
Cl 4.6783 -3.0801 -2.8876
C 4.6266 -1.5737 -2.0827
C 3.4389 -1.0450 -1.5750
C 3.4050 -0.0229 -0.7118
C 4.6496 0.5633 -0.2817
C 4.6187 1.4138 0.7658
C 5.8832 0.1613 -0.9360
C 5.8467 -0.9253 -1.7926
H 2.5056 -1.5585 -1.8308
H 2.5030 0.3396 -0.2449
H 5.5191 1.9592 1.0497
H 3.7014 1.5958 1.2657
H 6.7309 0.8289 -0.8796
H 6.7626 -1.3200 -2.1770
N -1.3796 0.7252 -0.0720
C -1.3184 1.4902 -1.0127
N -0.9771 2.6703 -1.3958
C -0.3938 3.8493 -0.5709
C -1.0444 5.1716 -0.9852
O -1.3205 5.3911 -2.4258
C -2.0204 4.2808 -3.0249
C -1.2710 2.9870 -2.8549
H 0.6998 3.7885 -0.6772
H -0.6337 3.5362 0.4395
H -0.3073 5.9289 -0.6265
H -1.9843 5.2671 -0.3662
H -2.1973 4.4984 -4.1068
H -3.0011 4.2326 -2.5543
H -0.3122 3.0447 -3.4004
H -1.8308 2.1286 -3.2742
*
```

The energy is -49848.935 eV. The orbital gap (spin up / spin down) comes out at 3.04 / 3.01 eV.

Per-atom Löwdin charges, elementary charge units: atom 1 (Ta): 1.7440, atom 2 (O): -0.2166, atom 3 (C): -0.0854, atom 4 (C): -0.1802, atom 5 (N): -0.2202, atom 6 (C): -0.0962, atom 7 (C): -0.4603, atom 8 (O): 0.1131, atom 9 (O): -0.2266, atom 10 (C): -0.0489, atom 11 (C): -0.5573, atom 12 (O): -0.1062, atom 13 (O): -0.0204, atom 14 (H): 0.1573, atom 15 (H): 0.1565, atom 16 (H): 0.1397, atom 17 (H): 0.1806, atom 18 (H): 0.1500, atom 19 (H): 0.1469, atom 20 (H): 0.1679, atom 21 (H): 0.1584, atom 22 (H): 0.1631, atom 23 (Cl): 0.8539, atom 24 (C): -0.5730, atom 25 (C): -0.0697, atom 26 (C): 0.0290, atom 27 (C): -0.2498, atom 28 (C): 0.2477, atom 29 (C): 0.0751, atom 30 (C): -0.0410, atom 31 (H): 0.1311, atom 32 (H): 0.1275, atom 33 (H): 0.1162, atom 34 (H): 0.0887, atom 35 (H): 0.1420, atom 36 (H): 0.1207, atom 37 (N): -0.1234, atom 38 (C): -0.2613, atom 39 (N): -0.0702, atom 40 (C): -0.0762, atom 41 (C): -0.1467, atom 42 (O): -0.1277, atom 43 (C): -0.1848, atom 44 (C): -0.1107, atom 45 (H): 0.1191, atom 46 (H): 0.1137, atom 47 (H): 0.1365, atom 48 (H): 0.1405, atom 49 (H): 0.1494, atom 50 (H): 0.1250, atom 51 (H): 0.1314, atom 52 (H): 0.1279

2.
DFT (ωB97M-V with the def2-TZVPD basis set) results for C18H23ClN4O2Se2Ti as an isolated structure.

The geometry in ORCA input format:
```
! wB97M-V def2-TZVPD RIJCOSX def2/J DEFGRID3
* xyz 0 3
Ti 0.6713 0.4228 0.1409
N -0.0301 2.8932 0.9410
N -1.0011 2.6359 1.9201
C -0.9435 1.3789 2.5094
O -1.4903 1.1745 3.5698
O -0.2711 0.4967 1.8000
H 0.8283 3.2572 1.3423
H -0.3916 3.5651 0.2765
H -1.2425 3.3694 2.5711
C -3.4857 2.5331 -1.0764
C -2.1628 2.3606 -1.2761
N -1.5513 1.1380 -1.1870
C -2.3088 0.0150 -0.8024
C -3.7156 0.1580 -0.7331
C -4.3017 1.4047 -0.8395
C -4.5287 -1.0245 -0.5580
C -3.9757 -2.2322 -0.4303
C -2.5481 -2.3762 -0.3545
C -1.9815 -3.6080 -0.1088
C -0.6175 -3.7154 0.0691
C 0.1228 -2.5490 0.0326
N -0.3504 -1.3378 -0.2231
C -1.7088 -1.2274 -0.4752
H -3.9020 3.5279 -1.1526
H -1.5130 3.1666 -1.5853
H -5.3765 1.4949 -0.7496
H -5.6055 -0.9058 -0.5576
H -4.5913 -3.1193 -0.3347
H -2.6255 -4.4780 -0.0359
H -0.1317 -4.6580 0.2756
H 1.1775 -2.6067 0.2552
C 2.8778 0.7342 3.0365
Se 2.4233 -0.7788 1.9243
C 4.0818 -0.8642 0.9127
C 3.9317 -1.7343 -0.3239
Se 2.5430 -1.2136 -1.6026
C 3.5851 -0.0476 -2.7361
H 3.0923 1.5830 2.3925
H 3.7286 0.4787 3.6614
H 2.0070 0.9234 3.6590
H 4.8478 -1.2837 1.5639
H 4.3292 0.1630 0.6581
H 3.6975 -2.7643 -0.0577
H 4.8652 -1.7502 -0.8840
H 4.4815 -0.5729 -3.0571
H 3.8149 0.8714 -2.2066
H 2.9602 0.1627 -3.5996
Cl 2.5047 1.8902 -0.2474
C -0.1759 0.9680 -1.6981
H -0.1892 0.1841 -2.4595
H 0.1455 1.8961 -2.1590
*
```

The energy is -195426.955 eV. The orbital gap (spin up / spin down) comes out at 5.52 / 7.56 eV.

Per-atom Löwdin charges, elementary charge units: atom 1 (Ti): 0.4660, atom 2 (N): -0.0182, atom 3 (N): 0.0027, atom 4 (C): -0.6720, atom 5 (O): 0.0662, atom 6 (O): -0.2247, atom 7 (H): 0.0622, atom 8 (H): 0.0790, atom 9 (H): 0.1392, atom 10 (C): -0.0651, atom 11 (C): -0.1014, atom 12 (N): -0.0838, atom 13 (C): -0.0767, atom 14 (C): -0.1487, atom 15 (C): -0.0301, atom 16 (C): -0.0194, atom 17 (C): -0.0266, atom 18 (C): -0.1464, atom 19 (C): -0.0140, atom 20 (C): -0.0401, atom 21 (C): -0.1896, atom 22 (N): -0.0505, atom 23 (C): -0.1092, atom 24 (H): 0.1048, atom 25 (H): 0.1181, atom 26 (H): 0.1085, atom 27 (H): 0.1162, atom 28 (H): 0.1168, atom 29 (H): 0.1212, atom 30 (H): 0.1080, atom 31 (H): 0.0391, atom 32 (C): -0.3574, atom 33 (Se): 0.9777, atom 34 (C): -0.5372, atom 35 (C): -0.5232, atom 36 (Se): 0.9472, atom 37 (C): -0.3898, atom 38 (H): -0.0087, atom 39 (H): 0.0293, atom 40 (H): 0.0293, atom 41 (H): 0.0712, atom 42 (H): 0.0295, atom 43 (H): 0.0580, atom 44 (H): 0.0685, atom 45 (H): 0.0251, atom 46 (H): -0.0305, atom 47 (H): 0.0249, atom 48 (Cl): 0.0837, atom 49 (C): -0.2433, atom 50 (H): 0.0638, atom 51 (H): 0.0504

3.
DFT (ωB97M-V with the def2-TZVPD basis set) results for C18H23F2N3 as an isolated structure.

The geometry in ORCA input format:
```
! wB97M-V def2-TZVPD RIJCOSX def2/J DEFGRID3
* xyz 0 1
F -2.8584 -5.9837 3.2991
F -0.3918 -2.8827 0.7012
N -2.6750 0.3364 1.9690
N 0.9497 0.1320 -0.2924
C -1.7487 -0.5788 1.7327
C -0.0572 0.6383 0.4278
C -3.3842 -3.6348 3.4537
C -1.5320 -4.3355 2.1353
C -3.1490 -2.3134 2.9870
C -2.6141 -4.6612 2.9912
C -1.3096 -3.0320 1.6448
C -2.0771 -1.9474 2.0787
N -0.8053 1.6883 -0.0460
C -0.2859 -0.1168 1.7243
C 0.2963 0.1320 -2.7754
C 2.3902 -0.6627 -1.8845
C -2.3239 1.7755 1.8863
C -2.1287 2.0743 0.4738
C 3.8750 2.6631 -2.3694
C 2.7405 2.2031 -3.1787
C 3.0518 2.2208 -1.1902
C 1.8443 1.7833 -2.0225
C 1.3856 0.3680 -1.6853
H -4.0199 -3.7378 4.3097
H -0.7994 -5.1570 1.9309
H -3.8393 -1.6413 3.4530
H -0.5484 2.0256 -0.9784
H 0.3876 -0.9318 1.6796
H -0.0399 0.5459 2.5996
H 0.6337 0.1987 -3.8373
H -0.5668 0.8175 -2.7627
H -0.2108 -0.8553 -2.6999
H 2.9575 -0.5816 -2.8566
H 1.9634 -1.6746 -1.7770
H 3.1647 -0.7341 -1.0864
H -1.4015 1.9710 2.4180
H -3.1567 2.3148 2.2133
H -2.8719 1.4369 0.0807
H -2.2961 3.1353 0.4154
H 4.7884 2.0679 -2.4297
H 4.2801 3.7480 -2.2922
H 2.8403 1.2345 -3.6660
H 2.3442 3.0104 -3.7652
H 3.5053 1.4381 -0.5233
H 2.7396 3.0764 -0.5934
H 0.9534 2.4263 -1.8925
*
```

The energy is -28940.249 eV. The orbital gap comes out at 8.50 eV.

Per-atom Löwdin charges, elementary charge units: atom 1 (F): 0.0447, atom 2 (F): 0.1003, atom 3 (N): 0.1053, atom 4 (N): 0.1335, atom 5 (C): -0.1995, atom 6 (C): -0.2885, atom 7 (C): -0.0228, atom 8 (C): 0.0733, atom 9 (C): 0.0263, atom 10 (C): -0.2463, atom 11 (C): -0.2366, atom 12 (C): -0.0917, atom 13 (N): 0.0887, atom 14 (C): -0.0391, atom 15 (C): -0.0436, atom 16 (C): -0.0870, atom 17 (C): -0.2146, atom 18 (C): -0.1859, atom 19 (C): -0.1872, atom 20 (C): -0.1702, atom 21 (C): -0.1721, atom 22 (C): -0.2747, atom 23 (C): -0.5821, atom 24 (H): 0.1117, atom 25 (H): 0.1422, atom 26 (H): 0.1009, atom 27 (H): 0.1058, atom 28 (H): 0.0904, atom 29 (H): 0.1412, atom 30 (H): 0.0942, atom 31 (H): 0.0670, atom 32 (H): 0.0870, atom 33 (H): 0.1013, atom 34 (H): 0.0917, atom 35 (H): 0.0907, atom 36 (H): 0.1122, atom 37 (H): 0.0993, atom 38 (H): 0.1070, atom 39 (H): 0.1218, atom 40 (H): 0.1015, atom 41 (H): 0.1377, atom 42 (H): 0.1021, atom 43 (H): 0.1121, atom 44 (H): 0.1231, atom 45 (H): 0.1066, atom 46 (H): 0.1224

4.
DFT (ωB97M-V with the def2-TZVPD basis set) results for C18H23F9N6O5PtS2 as an isolated structure.

The geometry in ORCA input format:
```
! wB97M-V def2-TZVPD RIJCOSX def2/J DEFGRID3
* xyz 2 5
Pt -0.2215 0.0648 0.0807
N 2.9023 3.7086 -0.2402
C 1.4801 3.2591 -0.4866
C 0.5020 3.9722 0.4206
C -0.8927 3.3640 0.2465
N -0.9945 2.0291 0.8999
C -1.2995 3.2929 -1.2286
C -0.2331 2.7066 -2.1585
N -0.1434 1.2436 -1.9628
C 1.1168 3.3849 -1.9474
H 3.1653 3.5790 0.7409
H 3.0453 4.6931 -0.4842
H 3.5525 3.1449 -0.7976
H 1.4889 2.2144 -0.2191
H 0.4342 5.0332 0.1630
H 0.8113 3.9102 1.4679
H -1.5892 4.0292 0.7629
H -1.9856 1.8026 0.9777
H -0.6347 2.0519 1.8527
H -1.5225 4.3085 -1.5634
H -2.2296 2.7296 -1.3334
H -0.5397 2.8923 -3.1913
H 0.5981 0.8193 -2.5170
H -1.0079 0.8376 -2.3175
H 1.0234 4.4359 -2.2374
H 1.8744 2.9288 -2.5899
O 0.6766 0.2955 2.2636
C 1.1766 -0.6914 2.8709
C 2.2895 -0.4810 3.7604
C 2.9454 -1.5403 4.2954
C 2.5115 -2.8633 4.0165
C 1.3881 -3.0995 3.2418
C 0.6794 -2.0470 2.6876
C -0.6254 -2.2291 2.0964
N -1.3071 -1.3331 1.3747
C -2.5652 -1.8444 1.1848
C -2.6473 -3.0564 1.7992
N -1.4271 -3.2771 2.3629
H 2.6116 0.5379 3.9197
H 3.8131 -1.3886 4.9225
H 3.0570 -3.6980 4.4344
H 1.0741 -4.1206 3.0693
H -3.3221 -1.3234 0.6343
H -3.4606 -3.7539 1.8836
H -1.1692 -4.0948 2.8927
F 2.4952 0.2463 -1.3160
C 2.0563 -0.0282 -0.0639
F 2.7691 0.8312 0.7411
F 2.4781 -1.2475 0.2605
F 0.9708 -4.8744 -2.6344
C 0.3690 -3.7635 -3.0146
F -0.6238 -4.0401 -3.8367
F 1.2377 -2.9656 -3.6152
S -0.3069 -2.9019 -1.4795
O 0.3890 -1.5958 -1.4859
O -0.0759 -3.7636 -0.3673
N -1.8509 -2.7044 -1.7275
S -2.3536 -1.3288 -2.2928
O -1.8013 -0.8841 -3.5391
O -2.3557 -0.2906 -1.2350
C -4.1345 -1.7230 -2.5629
F -4.6938 -2.1299 -1.4307
F -4.2441 -2.6585 -3.4810
F -4.7241 -0.6049 -2.9675
*
```

The energy is -87574.406 eV. The orbital gap (spin up / spin down) comes out at 8.64 / 6.06 eV.

Per-atom Löwdin charges, elementary charge units: atom 1 (Pt): 1.3929, atom 2 (N): 0.2559, atom 3 (C): -0.3109, atom 4 (C): -0.0764, atom 5 (C): -0.3092, atom 6 (N): 0.0028, atom 7 (C): -0.0781, atom 8 (C): -0.3091, atom 9 (N): 0.0223, atom 10 (C): -0.0795, atom 11 (H): 0.1766, atom 12 (H): 0.1850, atom 13 (H): 0.1792, atom 14 (H): 0.0810, atom 15 (H): 0.1447, atom 16 (H): 0.1364, atom 17 (H): 0.1576, atom 18 (H): 0.1156, atom 19 (H): 0.0939, atom 20 (H): 0.1414, atom 21 (H): 0.1319, atom 22 (H): 0.1641, atom 23 (H): 0.1051, atom 24 (H): 0.0465, atom 25 (H): 0.1448, atom 26 (H): 0.1384, atom 27 (O): -0.0751, atom 28 (C): -0.3148, atom 29 (C): 0.0370, atom 30 (C): -0.0143, atom 31 (C): 0.0181, atom 32 (C): 0.0113, atom 33 (C): -0.0429, atom 34 (C): -0.2818, atom 35 (N): -0.0036, atom 36 (C): -0.0987, atom 37 (C): -0.0030, atom 38 (N): 0.1603, atom 39 (H): 0.1305, atom 40 (H): 0.1280, atom 41 (H): 0.1300, atom 42 (H): 0.1314, atom 43 (H): 0.1011, atom 44 (H): 0.1426, atom 45 (H): 0.1771, atom 46 (F): 0.0684, atom 47 (C): -0.5874, atom 48 (F): 0.0318, atom 49 (F): 0.1155, atom 50 (F): 0.1754, atom 51 (C): -0.6632, atom 52 (F): 0.1740, atom 53 (F): 0.1663, atom 54 (S): 0.6645, atom 55 (O): -0.4202, atom 56 (O): -0.2418, atom 57 (N): -0.2761, atom 58 (S): 0.6421, atom 59 (O): -0.2464, atom 60 (O): -0.4168, atom 61 (C): -0.6890, atom 62 (F): 0.1592, atom 63 (F): 0.1908, atom 64 (F): 0.1673